1.
Formula: C3H6N2O3
Source: the OMol25 dataset
Level of theory: ωB97M-V/def2-TZVPD

LUMO   0.573 eV
Energy above the lowest of the compared OMol25 structures with the same formula, charge and spin   93.0 kcal per mole
HOMO energy   -10.0 eV
Net charge   0

Last column: Löwdin charge in e.
Geometry (Å):
C: 1.212 -0.321 0.973  0.0131
N: 0.751 -0.421 -0.456  0.0965
C: 1.223 0.952 0.258  -0.3997
C: -0.792 -0.205 -0.784  -0.6391
N: -1.592 -1.014 0.053  0.1271
O: -0.632 1.262 0.207  -0.0623
O: 1.905 1.898 0.016  0.1233
O: -1.003 -0.059 -1.974  0.0414
H: -0.736 2.005 -0.408  0.0988
H: 1.301 -0.926 -1.143  0.1681
H: -1.893 -0.519 0.881  0.0832
H: -2.390 -1.344 -0.474  0.0971
H: 0.451 -0.553 1.707  0.1187
H: 2.194 -0.754 1.142  0.1339


2.
Formula: C3H6N2O3
Source: the OMol25 dataset
Level of theory: ωB97M-V/def2-TZVPD

LUMO (alpha / beta)   -1.461 / -1.464 eV
Energy above the lowest of the compared OMol25 structures with the same formula, charge and spin   224.1 kcal per mole
HOMO energy (alpha / beta)   -9.8 / -9.8 eV
Net charge   0

Last column: Löwdin charge in e.
Geometry (Å):
C: -1.540 -0.011 -0.120  -0.1631
C: -0.707 -1.246 -0.375  0.1438
C: -0.456 1.111 0.367  -0.1712
N: 1.228 0.090 -0.819  0.0596
N: 2.149 -0.196 0.092  -0.4887
O: 2.558 -1.329 0.246  0.0478
O: 2.534 0.785 0.736  0.0387
O: 0.494 1.204 -0.646  -0.1253
H: -2.006 0.500 -1.098  0.1614
H: -2.260 -0.222 0.566  0.0660
H: -0.334 -1.767 0.505  0.0825
H: -0.671 -1.715 -1.400  0.1009
H: -1.058 1.983 0.661  0.1309
H: 0.069 0.812 1.287  0.1168


3.
Formula: C3H6N2O3
Source: the OMol25 dataset
Level of theory: ωB97M-V/def2-TZVPD

LUMO   0.798 eV
Energy above the lowest of the compared OMol25 structures with the same formula, charge and spin   164.9 kcal per mole
SMILES string   O/N=C1\NOCCO1
HOMO energy   -9.2 eV
Net charge   0

Last column: Löwdin charge in e.
Geometry (Å):
O: 1.908 -0.597 2.286  -0.0517
N: 0.481 -0.261 2.223  0.1057
C: 0.195 -0.071 1.059  -0.4084
N: 1.147 0.477 0.054  0.1249
O: 0.668 -0.234 -1.113  -0.1765
C: -0.552 -0.035 -1.805  -0.1647
C: -1.457 0.345 -0.603  -0.1714
O: -1.103 -0.275 0.619  -0.0071
H: 2.156 -0.681 3.169  0.0467
H: 2.149 0.077 0.128  0.1685
H: -1.086 -0.942 -2.255  0.1404
H: -0.723 0.693 -2.645  0.1251
H: -1.303 1.454 -0.333  0.1498
H: -2.479 0.049 -0.784  0.1186


4.
Formula: C3H6N2O3S3
Source: the OMol25 dataset
Level of theory: ωB97M-V/def2-TZVPD

LUMO   0.063 eV
Energy above the lowest of the compared OMol25 structures with the same formula, charge and spin   49.4 kcal per mole
HOMO energy   -8.5 eV
Net charge   0

Last column: Löwdin charge in e.
Geometry (Å):
C: -1.609 -0.543 -1.092  -0.1090
C: -0.543 -1.317 -1.122  -0.1163
C: -0.701 -0.386 1.011  -0.3041
N: -1.704 0.130 0.195  -0.5206
N: 0.112 -1.293 0.152  -0.1418
O: 2.668 -1.496 -0.637  -0.2547
O: 2.073 -0.498 1.510  -0.2844
O: 1.554 0.681 -0.552  -0.6958
S: -2.065 1.833 0.290  0.7532
S: 3.001 1.618 -0.465  0.8327
S: 1.731 -0.771 0.163  0.5216
H: -2.336 -0.106 -1.878  0.1448
H: -0.217 -1.908 -1.887  0.0911
H: -0.019 0.536 1.472  0.1416
H: -1.079 -0.883 1.971  0.1428
H: -3.349 1.604 0.919  -0.0790
H: 2.483 2.798 -0.048  -0.1221


Q: Which formula does entry 2 have?
A: C3H6N2O3


Q: Which value of energy above the lowest of the compared OMol25 structures with the same formula, charge and spin does entry 1 give?
A: 93.0 kcal per mole


Copy entry 3 word for word.
Formula: C3H6N2O3
Source: the OMol25 dataset
Level of theory: ωB97M-V/def2-TZVPD

LUMO   0.798 eV
Energy above the lowest of the compared OMol25 structures with the same formula, charge and spin   164.9 kcal per mole
SMILES string   O/N=C1\NOCCO1
HOMO energy   -9.2 eV
Net charge   0

Last column: Löwdin charge in e.
Geometry (Å):
O: 1.908 -0.597 2.286  -0.0517
N: 0.481 -0.261 2.223  0.1057
C: 0.195 -0.071 1.059  -0.4084
N: 1.147 0.477 0.054  0.1249
O: 0.668 -0.234 -1.113  -0.1765
C: -0.552 -0.035 -1.805  -0.1647
C: -1.457 0.345 -0.603  -0.1714
O: -1.103 -0.275 0.619  -0.0071
H: 2.156 -0.681 3.169  0.0467
H: 2.149 0.077 0.128  0.1685
H: -1.086 -0.942 -2.255  0.1404
H: -0.723 0.693 -2.645  0.1251
H: -1.303 1.454 -0.333  0.1498
H: -2.479 0.049 -0.784  0.1186